{
  "formula": "C4H6NO",
  "method": "ωB97M-V with the def2-TZVPD basis set",
  "symbols": ["C", "C", "C", "C", "N", "O", "H", "H", "H", "H", "H", "H"],
  "positions_angstrom": [[-0.30, 1.49, 0.01], [1.00, -0.50, 0.20], [-0.34, -1.19, -0.15], [0.94, 1.03, 0.03], [-2.66, -0.02, 0.01], [-1.47, 0.13, 0.01], [-0.84, 2.31, -0.16], [1.40, -0.85, 1.15], [1.87, -0.64, -0.55], [-0.57, -1.41, -1.25], [-0.81, -2.06, 0.47], [1.77, 1.71, 0.23]],
  "lowdin_charge": [0.20, -0.14, 0.07, -0.02, 0.27, -0.23, 0.08, 0.13, 0.16, 0.15, 0.17, 0.15],
  "gap_ev": [8.5, 8.5],
  "homo_energy_ha": [-0.5235, -0.5228],
  "charge": 1,
  "e_lumo_ev": [-5.7, -5.7]
}

=====

{
  "formula": "C4H6NO",
  "method": "ωB97M-V with the def2-TZVPD basis set",
  "symbols": ["C", "C", "C", "C", "N", "O", "H", "H", "H", "H", "H", "H"],
  "positions_angstrom": [[-0.75, -0.46, -1.26], [1.78, -0.93, -1.41], [0.48, -0.72, -1.35], [-0.28, 0.48, 1.40], [-1.16, 0.35, 0.52], [-0.52, 1.17, 2.53], [2.36, -0.06, -1.54], [2.29, -1.88, -1.36], [-1.47, -0.34, -1.96], [0.70, 0.12, 1.27], [-2.06, 0.70, 0.61], [-1.37, 1.57, 2.56]],
  "lowdin_charge": [0.17, 0.15, -0.11, -0.16, 0.19, 0.14, 0.08, 0.10, 0.07, 0.14, 0.11, 0.12],
  "gap_ev": 9.7,
  "homo_energy_ha": -0.5636,
  "charge": 1,
  "e_lumo_ev": -5.6
}

=====

Energy relative to the best compared isomer or geometry (same formula, charge and spin) for every record listed, in sequence, given in kJ/mol: 710.7, 292.5.